57
Properties=species:S:1:pos:R:3 method="wB97M-V/def2-TZVPD" s_squared=0.759 homo_energy_ev="0.396 / 1.056" charge=-2 multiplicity=2 orbital_gap_ev="4.361 / 3.702" energy_ha=-3311.5570 lumo_ev="4.76 / 4.76"
Fe -0.66 -0.36 -0.56
O 1.36 -0.65 -1.02
C 2.32 -1.47 -0.97
C 3.67 -1.02 -1.02
C 4.74 -1.88 -0.92
C 4.54 -3.26 -0.78
C 3.24 -3.74 -0.78
C 2.13 -2.90 -0.87
C 0.79 -3.44 -0.88
N -0.36 -2.78 -0.98
C -1.35 -3.72 -0.99
C -0.83 -4.97 -0.89
N 0.54 -4.79 -0.83
H 3.83 0.04 -1.13
H 5.75 -1.49 -0.94
H 5.38 -3.94 -0.70
H 3.10 -4.81 -0.68
H -2.38 -3.42 -1.05
H -1.28 -5.95 -0.85
H 1.21 -5.51 -0.66
C 1.92 1.65 1.14
Si 1.47 2.50 -0.49
C 2.53 1.93 -1.96
C 2.13 4.31 -0.34
N -0.15 2.19 -0.84
C -1.22 2.97 -0.94
C -1.34 4.35 -0.61
C -2.54 5.03 -0.72
C -3.70 4.41 -1.18
C -3.63 3.06 -1.52
C -2.44 2.40 -1.40
F -2.36 1.09 -1.72
H 2.89 1.15 1.10
H 1.17 0.89 1.33
H 1.94 2.35 1.99
H 3.60 1.97 -1.74
H 2.35 2.57 -2.83
H 2.28 0.90 -2.23
H 3.23 4.30 -0.40
H 1.85 4.81 0.58
H 1.77 4.92 -1.18
H -0.46 4.86 -0.23
H -2.58 6.08 -0.43
H -4.62 4.97 -1.28
H -4.51 2.52 -1.87
O -0.99 -0.43 1.57
N -1.96 -0.98 2.23
C -1.81 -1.09 3.57
C -2.79 -1.61 4.38
C -3.97 -2.09 3.81
C -4.10 -2.00 2.43
C -3.12 -1.42 1.61
S -3.35 -1.22 -0.06
H -0.87 -0.72 3.93
H -2.62 -1.65 5.45
H -4.76 -2.51 4.41
H -4.99 -2.37 1.94